Entry 1:
{
  "formula": "CI4S",
  "method": "ωB97M-V with the def2-TZVPD basis set",
  "elements": ["C", "S", "I", "I", "I", "I"],
  "positions_angstrom": [[0.922, -0.400, -0.093], [-2.555, 1.440, 0.359], [1.869, 0.909, 1.251], [1.757, -2.295, -0.339], [-0.112, 0.477, -1.658], [-3.395, -0.707, 0.699]],
  "lowdin_charge": [-1.957, -0.340, 0.661, 0.681, 0.683, 0.272],
  "largest_force_ha_per_bohr": 0.01236,
  "s2": 2.013,
  "spin_multiplicity": 3,
  "mol_weight_g_mol": 551.694,
  "homo_ha": [-0.300, -0.321],
  "orbital_gap_ev": [7.19, 6.32]
}

Entry 2:
{
  "formula": "C55H55N10O6PbSi",
  "method": "ωB97M-V with the def2-TZVPD basis set",
  "elements": ["Pb", "C", "N", "C", "N", "C", "N", "C", "C", "C", "C", "C", "C", "C", "N", "N", "C", "O", "C", "C", "C", "C", "C", "C", "N", "C", "N", "C", "N", "C", "H", "H", "H", "H", "H", "H", "H", "H", "H", "H", "H", "H", "H", "H", "H", "H", "C", "Si", "C", "N", "C", "C", "C", "C", "C", "C", "C", "C", "C", "C", "C", "C", "C", "C", "C", "C", "C", "H", "H", "H", "H", "H", "H", "H", "H", "H", "H", "H", "H", "H", "H", "H", "H", "H", "H", "H", "H", "H", "H", "H", "H", "O", "H", "H", "O", "H", "H", "O", "H", "H", "O", "C", "N", "C", "O", "C", "C", "C", "C", "C", "C", "H", "H", "H", "H", "C", "C", "C", "C", "C", "C", "C", "C", "H", "H", "H", "H", "H"],
  "positions_angstrom": [[0.639, 0.675, -0.904], [-1.574, 1.028, 5.243], [-2.075, 0.847, 3.880], [-1.524, 0.651, 2.666], [-2.529, 0.614, 1.795], [-3.653, 0.739, 2.530], [-3.403, 0.893, 3.821], [-1.900, -0.145, 6.100], [-1.845, -0.077, 7.490], [-2.116, -1.161, 8.269], [-2.362, -2.406, 7.712], [-2.348, -2.510, 6.304], [-2.156, -1.376, 5.550], [-2.317, -3.805, 5.677], [-2.063, -4.965, 6.150], [-2.039, -5.857, 5.148], [-2.210, -5.170, 4.063], [-2.460, -3.869, 4.304], [-2.205, -5.622, 2.658], [-2.105, -7.038, 2.497], [-1.970, -7.500, 1.174], [-2.003, -6.572, 0.101], [-2.057, -5.235, 0.346], [-1.958, -4.284, -0.841], [-0.623, -3.739, -0.889], [-0.124, -2.575, -0.508], [1.169, -2.465, -0.908], [1.368, -3.638, -1.550], [0.333, -4.490, -1.542], [-2.170, -4.736, 1.642], [-2.015, 1.930, 5.670], [-0.491, 1.129, 5.215], [-0.429, 0.570, 2.506], [-4.635, 0.741, 2.124], [-1.577, 0.845, 8.004], [-2.095, -1.167, 9.366], [-2.470, -3.311, 8.273], [-2.129, -1.504, 4.469], [-2.041, -7.661, 3.437], [-1.948, -8.558, 0.970], [-1.969, -6.941, -0.910], [-2.682, -3.462, -0.824], [-2.064, -4.733, -1.825], [-0.673, -1.878, 0.093], [2.288, -3.826, -2.073], [-2.293, -3.621, 1.842], [2.574, 1.632, -1.876], [2.094, 3.410, -2.232], [0.443, 3.899, -1.369], [-0.556, 2.885, -1.381], [-1.260, 2.817, -2.654], [-2.046, 4.036, -2.943], [-3.091, 4.282, -1.898], [-2.439, 4.297, -0.510], [-1.566, 3.051, -0.282], [3.374, 4.695, -1.740], [3.595, 4.882, -0.380], [4.645, 5.583, 0.142], [5.524, 6.136, -0.768], [5.222, 6.189, -2.129], [4.113, 5.488, -2.584], [1.760, 3.781, -4.063], [1.907, 2.750, -4.959], [1.305, 2.785, -6.204], [0.523, 3.818, -6.583], [0.296, 4.854, -5.697], [0.980, 4.886, -4.474], [3.327, 1.398, -1.135], [2.867, 1.090, -2.784], [0.099, 4.872, -1.812], [0.707, 4.005, -0.295], [-2.008, 2.033, -2.634], [-0.547, 2.548, -3.478], [-2.460, 3.898, -4.001], [-1.393, 4.899, -3.072], [-3.695, 3.336, -1.860], [-3.701, 5.143, -2.051], [-3.166, 4.359, 0.244], [-1.774, 5.142, -0.385], [-2.248, 2.158, -0.335], [-1.043, 3.092, 0.694], [2.936, 4.361, 0.273], [4.862, 5.621, 1.208], [6.409, 6.674, -0.426], [5.919, 6.726, -2.805], [3.924, 5.543, -3.614], [2.378, 1.842, -4.681], [1.422, 1.892, -6.811], [0.125, 3.844, -7.580], [-0.426, 5.632, -6.001], [0.759, 5.689, -3.767], [1.536, -0.741, 6.166], [1.431, -0.449, 5.262], [0.803, -1.382, 6.338], [-2.762, -0.962, -0.856], [-2.383, -0.610, -1.658], [-2.602, -0.304, -0.139], [1.339, 3.191, 1.733], [0.780, 3.312, 2.474], [1.895, 2.438, 1.962], [2.807, 0.752, 2.361], [2.263, -0.319, 2.657], [1.013, -0.542, 3.290], [0.746, -1.866, 3.169], [-0.359, -2.435, 3.468], [1.927, -2.590, 2.590], [2.128, -3.936, 2.496], [3.436, -4.342, 2.212], [4.472, -3.414, 2.090], [4.207, -2.030, 2.158], [2.896, -1.634, 2.406], [1.435, -4.739, 2.629], [3.612, -5.434, 2.027], [5.473, -3.730, 1.917], [5.006, -1.297, 1.920], [-0.139, -0.169, -2.962], [-0.329, -0.740, -4.016], [-0.414, -1.395, -5.290], [-1.475, -1.298, -6.142], [-1.448, -1.932, -7.391], [-0.335, -2.607, -7.821], [0.743, -2.681, -6.930], [0.723, -2.128, -5.699], [-2.328, -0.680, -5.821], [-2.288, -1.678, -8.066], [-0.261, -3.134, -8.794], [1.646, -3.127, -7.279], [1.638, -2.085, -5.088]],
  "lowdin_charge": [1.182, -0.073, -0.132, -0.121, 0.060, -0.199, 0.098, -0.201, -0.048, -0.090, -0.012, -0.131, 0.012, -0.274, 0.096, 0.098, -0.293, 0.112, -0.152, -0.006, -0.056, -0.043, -0.198, -0.082, -0.116, -0.200, 0.055, -0.223, 0.115, 0.025, 0.128, 0.123, 0.095, 0.096, 0.119, 0.110, 0.104, 0.109, 0.124, 0.091, 0.108, 0.118, 0.122, 0.080, 0.096, 0.158, -0.375, 0.625, -0.262, -0.320, -0.239, -0.220, -0.179, -0.171, -0.192, -0.235, -0.103, -0.088, -0.112, -0.090, -0.104, -0.248, -0.106, -0.097, -0.114, -0.091, -0.100, -0.023, -0.022, 0.091, 0.076, 0.111, 0.123, 0.144, 0.086, 0.129, 0.099, 0.091, 0.105, 0.107, 0.104, 0.070, 0.108, 0.096, 0.107, 0.079, 0.078, 0.108, 0.097, 0.108, 0.100, -0.071, -0.029, 0.050, -0.098, -0.012, -0.007, -0.057, 0.021, 0.001, 0.019, -0.404, 0.088, -0.406, 0.002, -0.119, -0.008, -0.078, -0.079, 0.006, -0.108, 0.109, 0.114, 0.083, 0.124, -0.188, -0.142, -0.272, -0.057, -0.105, -0.103, -0.114, -0.046, 0.120, 0.106, 0.108, 0.092, 0.125],
  "largest_force_ha_per_bohr": 0.06504,
  "mol_weight_g_mol": 1187.395,
  "charge": -1,
  "homo_ha": -0.205,
  "orbital_gap_ev": 7.84,
  "de_lowest_kcal_mol": 29.9
}

Entry 3:
{
  "formula": "C5H8N",
  "method": "ωB97M-V with the def2-TZVPD basis set",
  "elements": ["C", "C", "C", "C", "C", "N", "H", "H", "H", "H", "H", "H", "H", "H"],
  "positions_angstrom": [[-0.386, -0.432, -2.039], [-0.341, 0.882, -2.301], [-0.111, -0.905, -0.715], [0.042, -0.068, 0.378], [0.453, -0.553, 1.678], [0.414, 0.229, 2.718], [-0.806, -0.969, -2.850], [-0.306, 0.936, -3.393], [0.051, -2.042, -0.572], [-0.228, 1.049, 0.295], [0.379, -1.633, 1.901], [0.620, -0.085, 3.720], [0.303, 1.185, 2.519], [-0.046, 1.693, -1.642]],
  "lowdin_charge": [-0.144, 0.096, -0.028, -0.076, -0.072, 0.179, 0.104, 0.092, 0.161, 0.142, 0.160, 0.195, 0.113, 0.079],
  "largest_force_ha_per_bohr": 0.05703,
  "mol_weight_g_mol": 82.126,
  "charge": 1,
  "homo_ha": -0.502,
  "orbital_gap_ev": 8.11,
  "de_lowest_kcal_mol": 48.8,
  "smiles": "C=C/C=C/C=[NH2+]"
}